Entry 1:
The following is a DFT calculation (ωB97M-V/def2-TZVPD) of an isolated molecule of C18H22F3N5O4 at a distorted geometry.

Values from the calculation:
SMILES string: CCCn1c(N)c(N(C)C)c(=O)n(CC(=O)Nc2ccc(OC(F)(F)F)cc2)c1=O
Net charge: 0
Molecular weight (g/mol): 429.40
Gap between HOMO and LUMO (eV): 8.95
Energy relative to the best compared isomer or geometry (same formula, charge and spin) (kcal per mole): 1.0

Geometry (Å):
C  1.517  2.718  -2.422
C  0.665  1.874  -1.485
C  -0.653  1.465  -2.148
N  -1.466  0.658  -1.251
C  -2.292  1.220  -0.316
N  -2.487  2.566  -0.309
C  -2.979  0.437  0.580
N  -3.807  1.124  1.530
C  -3.405  0.873  2.907
C  -5.221  0.843  1.325
C  -2.841  -0.986  0.579
O  -3.352  -1.770  1.360
N  -1.979  -1.475  -0.428
C  -1.714  -2.904  -0.476
C  -0.216  -3.195  -0.405
O  0.304  -4.103  -0.998
N  0.439  -2.326  0.431
C  1.785  -1.976  0.412
C  2.171  -0.825  1.093
C  3.483  -0.385  1.067
C  4.415  -1.106  0.343
O  5.777  -0.747  0.234
C  6.171  0.450  0.596
F  5.478  1.461  0.031
F  7.442  0.618  0.246
F  6.110  0.685  1.923
C  4.049  -2.264  -0.330
C  2.743  -2.704  -0.293
C  -1.293  -0.715  -1.341
O  -0.554  -1.208  -2.164
H  2.458  2.976  -1.945
H  1.734  2.166  -3.332
H  1.002  3.638  -2.693
H  1.211  0.966  -1.216
H  0.469  2.429  -0.563
H  -1.230  2.333  -2.476
H  -0.435  0.841  -3.017
H  -1.758  3.185  -0.618
H  -3.047  2.854  0.483
H  -3.557  -0.167  3.211
H  -3.990  1.521  3.559
H  -2.350  1.125  3.019
H  -5.477  1.070  0.291
H  -5.475  -0.201  1.537
H  -5.801  1.488  1.984
H  -2.093  -3.336  -1.406
H  -2.240  -3.349  0.375
H  -0.147  -1.696  0.964
H  1.439  -0.258  1.650
H  3.746  0.512  1.604
H  4.801  -2.806  -0.878
H  2.448  -3.594  -0.823

***

Entry 2:
The following is a DFT calculation (ωB97M-V/def2-TZVPD) of an isolated molecule of C18H22FN3O at a distorted geometry.

Values from the calculation:
SMILES string: CCC[C@@H]1c2ccc(C)n2CCN1C(=O)Nc1ccc(F)cc1
Net charge: 0
Molecular weight (g/mol): 315.39
Gap between HOMO and LUMO (eV): 8.92
Energy relative to the best compared isomer or geometry (same formula, charge and spin) (kcal per mole): 16.8

Geometry (Å):
C  -0.805  2.908  -3.359
C  -1.392  1.585  -2.916
C  -0.383  0.771  -2.143
C  -0.873  -0.558  -1.604
C  -1.653  -0.447  -0.334
C  -2.311  0.608  0.315
C  -2.860  0.086  1.525
C  -2.518  -1.212  1.586
C  -2.869  -2.137  2.726
N  -1.803  -1.601  0.465
C  -1.156  -2.889  0.186
C  -0.362  -2.866  -1.129
N  0.199  -1.521  -1.324
C  1.306  -1.167  -0.578
O  2.271  -1.921  -0.613
N  1.286  -0.048  0.230
C  2.296  0.523  0.964
C  2.053  1.817  1.487
C  3.040  2.486  2.237
C  4.301  1.925  2.436
F  5.205  2.592  3.187
C  4.581  0.689  1.906
C  3.574  0.004  1.140
H  -1.550  3.462  -3.948
H  -0.627  3.497  -2.478
H  0.078  2.792  -3.965
H  -1.747  1.053  -3.796
H  -2.287  1.730  -2.298
H  0.449  0.583  -2.833
H  -0.012  1.368  -1.329
H  -1.559  -0.967  -2.371
H  -2.272  1.643  -0.043
H  -3.404  0.663  2.274
H  -3.608  -2.889  2.409
H  -3.279  -1.542  3.533
H  -2.000  -2.632  3.074
H  -1.913  -3.671  0.090
H  -0.511  -3.187  1.011
H  -0.965  -3.142  -1.988
H  0.433  -3.607  -1.048
H  0.371  0.281  0.468
H  1.095  2.287  1.347
H  2.856  3.449  2.707
H  5.508  0.165  2.077
H  3.816  -0.963  0.718